DFT (the ωB97M-V functional and the def2-TZVPD basis) results for a structure of composition C39H38AsBaCl4N11O4P2 in a non-equilibrium geometry.

Relative energy (zero: lowest compared OMol25 entry of this formula, charge and spin), kJ/mol: 209.3
Total charge: -2
Energy, eV: -195846.0168
Kohn-Sham gap, eV: 5.1
Max |F|, eV/Å: 2.6

Geometry (Å):
C 2.085 1.095 2.010
C 2.311 -0.721 3.595
C 2.534 -2.788 -3.769
H -2.202 6.039 2.195
C -1.592 0.957 5.398
C -3.781 -4.440 3.363
H 1.666 -4.604 -3.956
C 3.023 -3.226 -0.452
C -2.988 -3.633 0.819
H 1.881 1.435 0.984
O 1.431 -0.515 -0.319
N 4.514 -2.111 -4.117
H 4.102 -4.540 -1.750
C -2.374 0.202 -4.733
O 1.249 2.330 -1.493
C 2.428 2.000 3.012
H -2.240 1.029 2.051
N -0.346 -2.210 -3.016
N 2.526 -1.500 -3.438
N -1.657 -2.481 -2.742
H -3.276 3.205 -2.497
Ba 0.649 0.202 -2.486
H -1.664 1.576 6.287
O 0.466 1.910 -4.086
N -1.872 -3.759 -2.859
H -3.525 2.720 -4.192
H 2.266 -1.786 3.824
N 3.813 -1.104 -3.683
H -1.583 6.681 0.667
H -4.020 -0.832 -2.249
N -1.510 4.592 0.804
N 3.719 -3.212 -4.188
N -0.725 -4.387 -3.203
C -2.820 2.729 -3.362
H -4.101 -4.744 4.353
H -4.168 -5.249 0.081
C -3.829 -4.727 0.970
H -4.267 0.672 -1.321
C -4.064 0.260 -2.312
H 0.482 5.244 0.736
Cl 1.910 6.638 -5.503
C 1.157 4.127 -4.663
C -2.006 1.454 4.167
H -4.885 -5.988 2.359
H 2.878 -0.166 5.589
C 5.235 -4.029 0.021
As -2.303 0.891 -2.889
C -2.231 3.540 0.398
C 1.744 5.373 -4.313
Cl 2.719 4.694 -0.467
C -2.931 -3.348 3.214
C 0.969 3.069 -3.755
H -3.318 0.487 -5.195
C 1.409 3.285 -2.371
H 2.166 -3.180 -1.118
C 5.267 -3.272 1.188
C 0.174 -3.409 -3.294
H -3.153 5.882 0.713
Cl 2.934 7.079 -2.553
C -2.148 5.866 1.117
C -1.914 0.661 3.026
N 1.487 -3.680 -3.627
H 0.075 4.312 2.199
H 0.431 -3.110 2.096
C -0.973 -1.122 4.351
Cl 0.602 3.850 -6.294
C 3.054 -2.455 0.715
H 0.048 -2.963 0.365
C 2.020 4.524 -2.068
C 2.186 5.569 -3.017
N -2.791 2.581 0.031
C 0.212 -2.394 1.295
H -0.551 -2.124 4.426
P 1.660 -1.339 0.914
H 2.484 3.062 2.777
P -1.413 -1.567 1.577
O -1.830 -0.728 0.427
C -1.074 -0.333 5.490
H -4.840 0.568 -3.017
C -0.088 4.403 1.115
H 0.280 3.513 0.608
C 4.183 -2.474 1.532
C 2.024 -0.269 2.310
H 4.235 -1.847 2.416
H -2.606 -2.800 4.091
C 2.713 1.548 4.293
H 6.149 -3.279 1.818
H -2.715 -3.308 -0.169
H -0.735 -0.718 6.449
H -2.279 -0.886 -4.723
H 6.099 -4.620 -0.263
C -4.224 -5.133 2.241
H 2.982 2.257 5.071
C 4.115 -4.004 -0.806
C -1.397 -0.630 3.119
H -2.407 2.464 4.088
C 2.656 0.186 4.587
H -1.922 3.285 -3.656
H -1.543 0.646 -5.295
C -2.522 -2.951 1.938

=====

DFT (the ωB97M-V functional and the def2-TZVPD basis) results for a cluster of 3 separate species, C17H17FN6O6P in total in a non-equilibrium geometry.

Total charge: +1
Energy, eV: -51119.7434
Kohn-Sham gap, eV: 6.8
Max |F|, eV/Å: 6.5

Geometry (Å):
O -0.222 -7.714 -1.812
H 3.884 2.987 -2.271
N 2.963 0.885 -2.098
N -0.389 -7.199 -0.716
F -2.240 0.263 -4.103
H 5.473 0.130 -1.710
H -0.734 -5.679 1.493
C -0.749 -3.632 -1.798
N 3.803 -1.702 -1.936
H -0.756 -3.052 -2.715
H -4.194 4.340 3.218
O 1.656 4.042 4.479
C -0.736 -5.115 0.567
C 0.838 1.591 -1.515
H 1.286 -0.755 -1.722
C -2.339 4.966 4.106
O 1.459 2.355 3.135
H -0.373 5.356 4.865
C -0.892 -3.733 0.610
C 2.957 2.343 -2.065
C -0.590 -5.013 -1.851
C -2.569 3.049 2.656
P 4.284 -0.256 -2.450
C -0.673 1.340 -1.077
H -1.008 -3.231 1.565
C 1.662 0.317 -1.780
H -0.785 1.930 2.266
N 1.622 2.796 -1.690
C -3.132 4.137 3.317
O -2.165 -0.831 -2.033
C -2.103 0.225 -2.691
N -1.867 1.472 -1.942
H -1.012 -1.917 -0.531
C -0.896 -2.995 -0.569
H -3.191 2.407 2.041
H 4.528 -0.235 -3.858
O -0.868 0.952 0.107
H -1.825 2.298 -2.560
H 4.462 -2.048 -1.208
N 1.003 3.315 3.745
C -0.579 -5.747 -0.666
C -1.210 2.781 2.786
C -0.424 3.609 3.586
H -0.474 -5.498 -2.815
O -0.404 -7.811 0.342
H 1.280 3.758 -1.561
H -2.782 5.815 4.617
C -0.979 4.704 4.244

=====

DFT (the ωB97M-V functional and the def2-TZVPD basis) results for a cluster of 2 separate species, C5H14NO2 in total in a non-equilibrium geometry.

Relative energy (zero: lowest compared OMol25 entry of this formula, charge and spin), kJ/mol: 118.0
Total charge: -1
Energy, eV: -10996.3828
Kohn-Sham gap, eV: 5.9
Max |F|, eV/Å: 1.0

Geometry (Å):
H 0.583 1.341 0.706
N -2.889 0.436 -1.139
H -2.680 0.775 -0.202
H 2.725 -1.237 2.581
H -1.764 -1.299 -0.971
H -3.383 1.353 -2.948
C 1.374 -0.602 1.033
C 1.317 0.885 1.366
H -3.664 2.355 -1.506
O -0.500 0.307 -1.051
H -1.632 -0.403 -2.577
H 0.511 -1.099 1.483
H -2.017 2.139 -2.120
H 3.524 -0.811 1.072
H 2.288 1.366 1.189
C -2.983 1.637 -1.970
H 3.274 -3.158 1.556
H 1.225 -0.717 -0.040
C -1.612 -0.316 -1.466
C 2.632 -1.302 1.484
H 1.091 1.024 2.427
O 2.577 -2.675 1.095

=====

DFT (the ωB97M-V functional and the def2-TZVPD basis) results for the ion C5H9O with charge +1 in a non-equilibrium geometry.

Relative energy (zero: lowest compared OMol25 entry of this formula, charge and spin), kJ/mol: 265.4
Total charge: +1
Energy, eV: -7367.0900
Kohn-Sham gap (alpha / beta), eV: 6.8 / 6.8
Max |F|, eV/Å: 2.5

Geometry (Å):
H -2.626 -0.122 -0.862
H 0.805 -1.984 -0.092
C 2.415 0.274 0.131
H -2.673 -0.211 0.783
H -0.393 1.426 0.869
C -1.031 -1.231 0.108
H 2.650 1.360 0.091
C 0.310 -1.054 0.164
H 2.882 -0.218 -0.720
H -1.600 -2.173 0.140
H 2.674 -0.132 1.051
C -1.948 -0.049 0.015
H -1.931 2.072 -0.076
O 0.931 0.158 0.170
C -1.338 1.204 0.297

=====

DFT (the ωB97M-V functional and the def2-TZVPD basis) results for the ion C4H8O2 with charge -1 in a non-equilibrium geometry.

Relative energy (zero: lowest compared OMol25 entry of this formula, charge and spin), kJ/mol: 232.1
Total charge: -1
2S+1: 2
Energy, eV: -8368.7094
Kohn-Sham gap (alpha / beta), eV: 6.3 / 4.2
Max |F|, eV/Å: 3.9

Geometry (Å):
O 0.126 -3.179 0.178
C 0.611 -1.885 0.195
H -1.212 1.965 -0.823
H -0.779 1.977 1.080
C -0.399 2.132 -0.018
H -1.504 -1.043 -0.350
H 1.302 -1.750 1.065
H 0.404 0.512 -1.417
C 0.222 0.674 -0.268
H 1.214 0.468 -0.003
H -1.015 -0.609 1.170
H 1.258 -1.806 -0.775
C -0.575 -0.671 0.130
O 0.347 3.216 -0.164

=====

DFT (the ωB97M-V functional and the def2-TZVPD basis) results for a structure of composition C18H31N2O3PRuTe.

Total charge: +2
Energy, eV: -47438.2980
Kohn-Sham gap, eV: 3.8
Max |F|, eV/Å: 0.7

Geometry (Å):
H -0.018 -1.970 -1.180
H 1.013 -1.375 5.680
H 1.856 1.153 -1.751
C -2.051 0.092 5.614
C 0.981 -1.933 -0.748
C 1.185 -0.900 -6.072
H -2.071 3.240 -0.086
H -1.720 -0.471 6.483
N -0.906 1.937 -1.252
H 0.287 -2.434 4.449
C 0.179 1.936 -0.083
C -0.071 -0.991 -6.677
H -2.085 -0.113 -4.139
H 2.268 -0.405 -2.491
C 1.521 0.121 -1.904
H -2.203 -0.794 -6.456
H -3.299 1.765 5.089
H 3.057 0.463 0.348
C 1.273 -0.552 -4.751
H -2.967 2.406 -1.390
C -2.213 2.298 -0.611
H -0.444 3.930 -1.704
H 2.783 -1.214 0.874
H -2.469 1.522 0.105
P -0.280 0.288 3.600
H 1.673 -2.485 -1.391
C 0.198 0.156 -2.647
C -1.163 -0.320 -4.659
N 1.433 -0.530 -0.580
H -1.177 -0.106 -1.056
H 2.570 -3.233 5.137
C -1.243 -0.710 -5.967
H 2.077 -1.109 -6.645
C 0.101 -0.236 -3.981
C -1.025 0.600 -1.883
C 1.112 -1.749 4.662
C 2.448 -2.406 4.437
H 2.254 -0.479 -4.312
Ru 0.498 0.657 0.998
H 3.258 -1.696 4.599
H -1.311 3.060 -3.004
C -2.962 1.232 5.978
H -2.455 1.933 6.639
C -0.538 2.990 -2.241
H -1.906 0.623 -2.513
C 2.794 -0.544 0.016
O -0.826 0.638 5.008
H 3.562 -0.876 -0.688
H -3.836 0.839 6.498
H -0.139 -1.283 -7.718
O 1.014 -0.615 3.756
H 0.425 2.751 -2.688
H -2.516 -0.595 4.905
O 0.220 1.517 2.833
H 2.521 -2.808 3.426
Te -1.598 -0.809 1.900
H 0.931 -2.405 0.230